Here is an isolated molecule of C6H6BrNO from the Open Molecules 2025 dataset. Energies are from wB97M-V/def2-TZVPD.

Element x y z (Å)
O (-0.05, -2.82, -1.08)
C (0.06, -2.03, -0.19)
C (-0.75, -0.99, 0.41)
C (0.08, 0.13, 1.03)
C (0.55, 1.02, 0.16)
C (0.01, 1.00, -1.18)
C (-1.19, 0.45, -1.44)
N (-1.77, -0.44, -0.51)
Br (-3.42, 0.28, 0.23)
H (1.04, -2.00, 0.43)
H (-1.38, -1.39, 1.27)
H (0.32, 0.11, 2.11)
H (1.29, 1.78, 0.44)
H (0.55, 1.35, -2.03)
H (-1.95, 0.73, -2.20)

Calculated values
- ΔE to the lowest compared entry with this formula, charge and spin (kJ/mol) = 207.34
- multiplicity = 1
- SMILES string = O=C[C@H]1C=CC=CN1Br
- frontier orbital gap (eV) = 8.43